1.
13
Properties=species:S:1:pos:R:3 method="wB97M-V/def2-TZVPD" e_lumo_ev=-4.30 orbital_gap_ev=9.98 homo_ev=-14.276 total_charge=+1 spin_multiplicity=1 smiles="N/C=[NH+]/[C@@H](N)Cl"
Cl -0.644 2.672 -0.249
N -1.202 -1.877 -0.650
N -0.136 0.031 -0.083
N 1.760 1.457 0.223
C 0.195 1.269 0.444
C -1.190 -0.679 -0.137
H -0.350 -2.413 -0.854
H 0.666 -0.492 -0.360
H -1.899 -2.562 -0.300
H 2.148 2.336 0.536
H 0.271 1.282 1.570
H -2.128 -0.146 0.091
H 1.808 1.542 -0.727


2.
144
Properties=species:S:1:pos:R:3 method="wB97M-V/def2-TZVPD" e_lumo_ev=-7.98 orbital_gap_ev=4.59 homo_ev=-12.569 total_charge=+2 spin_multiplicity=1
Y 20.456 8.318 -4.381
S 18.383 5.431 -2.989
F 17.087 4.783 -0.742
F 19.021 5.553 -0.358
F 17.356 6.875 -0.980
O 16.716 9.352 4.361
O 21.571 6.988 -2.406
O 22.887 5.257 -6.480
O 17.237 1.164 -5.819
O 14.452 10.289 -2.247
O 19.979 1.529 0.276
O 19.258 7.155 -6.151
O 18.587 7.164 -8.297
O 16.344 7.236 3.765
O 19.679 9.214 -2.293
O 21.661 6.399 -5.037
O 19.689 9.841 -0.110
O 19.178 4.219 -3.044
O 17.111 5.364 -3.744
O 11.764 7.310 -0.278
O 21.413 0.982 -4.221
O 19.189 6.607 -3.390
O 19.131 1.011 -7.116
O 16.219 0.929 -1.449
O 20.249 -0.672 0.636
O 14.422 0.699 -0.090
O 21.996 5.092 -1.333
C 22.138 5.903 0.878
C 14.948 1.155 -1.110
C 14.386 9.050 -4.171
C 13.542 9.796 -3.198
C 19.814 -0.401 -3.128
C 16.999 6.187 3.008
C 19.591 0.345 0.752
C 16.918 6.532 -6.734
C 18.363 6.974 -7.016
C 18.290 8.235 2.849
C 20.341 1.044 -3.263
C 19.606 11.565 -1.706
C 15.230 2.096 -3.275
C 17.323 7.242 -9.013
C 19.605 12.095 -0.231
C 20.245 1.850 -7.544
C 18.525 3.107 -6.368
C 13.483 5.979 0.289
C 18.274 0.490 1.505
C 14.269 2.078 -2.119
C 20.175 -0.961 -4.492
C 23.515 3.397 -5.234
C 12.574 6.359 -0.915
C 20.101 10.980 0.634
C 17.959 5.685 -1.143
C 18.181 2.044 1.628
C 16.497 1.424 -2.750
C 22.323 4.610 0.009
C 15.690 9.568 -2.253
C 12.459 7.990 0.777
C 22.448 6.989 -0.092
C 19.046 2.599 0.526
C 18.440 6.734 2.783
C 22.773 4.318 -4.365
C 17.035 8.370 3.719
C 21.982 6.414 -1.402
C 13.779 7.311 0.955
C 15.456 8.492 -3.228
C 23.785 4.126 -6.506
C 21.486 -0.326 -4.878
C 18.208 1.669 -6.349
C 20.002 3.118 -6.770
C 19.633 10.124 -1.431
C 16.382 6.445 -8.141
C 22.375 5.438 -5.289
H 16.883 5.585 -6.196
H 13.323 1.629 -2.421
H 24.811 4.474 -6.633
H 18.657 11.897 -2.127
H 16.189 5.415 -8.442
H 16.342 7.262 -6.164
H 23.357 4.283 0.116
H 16.709 0.561 -3.381
H 19.524 3.518 0.866
H 15.496 3.081 -3.657
H 18.450 2.873 -0.344
H 21.688 -0.192 -5.941
H 22.276 -0.861 -4.351
H 18.743 -0.456 -2.935
H 17.377 0.165 0.978
H 19.403 -0.738 -5.229
H 16.418 5.985 2.108
H 15.127 7.595 -2.704
H 20.658 1.410 -2.286
H 21.880 3.836 -3.967
H 17.061 8.294 -9.123
H 17.304 2.133 -2.934
H 18.167 8.688 1.866
H 19.160 8.677 3.334
H 23.605 3.459 -7.349
H 16.446 8.278 -3.631
H 14.098 7.167 1.987
H 18.331 3.595 -5.413
H 12.648 9.019 0.470
H 20.299 -1.122 -2.470
H 24.440 3.027 -4.791
H 16.536 10.225 -2.458
H 20.220 -2.050 -4.481
H 22.719 5.944 1.799
H 18.866 6.356 1.853
H 17.026 5.328 3.678
H 20.591 3.112 -5.853
H 22.940 2.498 -5.454
H 17.890 3.622 -7.090
H 11.963 5.537 -1.287
H 21.662 3.801 0.321
H 18.250 -0.062 2.445
H 21.218 1.390 -7.367
H 14.831 9.762 -4.866
H 20.560 11.834 -2.160
H 15.411 6.920 -8.279
H 20.122 1.976 -8.620
H 14.347 5.437 -0.095
H 21.169 10.805 0.760
H 14.793 1.597 -4.141
H 21.118 5.992 1.253
H 23.514 7.186 -0.208
H 13.992 3.050 -1.712
H 18.616 12.391 0.117
H 12.779 9.161 -2.748
H 17.173 2.454 1.574
H 19.567 1.704 -3.654
H 23.269 4.668 -3.460
H 17.414 6.818 -10.014
H 14.627 7.783 0.458
H 13.896 8.198 -4.642
H 18.519 2.297 2.634
H 13.000 10.595 -3.703
H 19.626 10.902 1.613
H 22.017 7.945 0.206
H 11.984 8.031 1.757
H 15.845 9.117 -1.273
H 20.177 13.006 -0.051
H 20.297 3.958 -7.398
H 19.091 6.359 3.573
H 13.047 6.804 -1.791
H 13.025 5.261 0.970


3.
240
Properties=species:S:1:pos:R:3 method="wB97M-V/def2-TZVPD" e_lumo_ev=0.38 orbital_gap_ev=10.35 homo_ev=-9.977 total_charge=0 spin_multiplicity=1
O 0.019 2.716 5.602
O -1.448 -4.281 -5.683
O 0.405 -4.401 -8.757
O -2.582 -1.708 -5.089
O -1.985 1.443 3.898
O 3.569 -4.302 -2.700
O 0.723 -3.586 -1.955
O 1.376 7.266 2.087
O 3.470 1.378 4.287
O -0.864 6.335 0.534
O -3.126 0.966 -5.512
O 0.930 1.734 2.962
N -5.314 0.668 6.214
N -4.169 2.417 -0.768
N 3.632 -3.338 0.530
N -5.358 -3.849 2.102
N 0.680 3.740 -1.239
N -6.082 0.276 -4.682
N 1.197 -0.376 5.281
N 0.278 -0.405 -2.820
N 4.409 5.581 2.200
N 3.553 0.084 -0.507
N 6.663 -1.840 1.533
N -2.199 -3.129 -1.937
N 3.771 3.859 -4.496
N -1.517 -7.089 -4.102
N 0.574 -3.821 1.914
C -6.003 -0.664 2.596
C -3.594 -0.904 -1.996
C 2.911 0.303 -4.362
C -2.099 -2.101 4.083
C -4.739 -1.089 -0.931
C -1.359 3.872 -4.121
C -3.746 4.991 -0.212
C 4.383 -0.608 -0.947
C 1.221 -3.639 -3.272
C 3.783 -2.269 3.843
C -0.741 -4.385 -7.894
C -4.877 0.430 2.676
C -7.457 3.668 -5.000
C -3.092 4.552 2.241
C 1.592 -5.686 0.456
C 0.741 6.022 2.388
C -2.753 -2.132 -2.071
C -0.158 3.452 -1.958
C 1.618 1.360 8.611
C -1.338 2.450 6.007
C -2.318 -6.642 -0.763
C 2.095 2.429 2.591
C -1.931 5.286 -3.807
C -5.260 1.016 5.135
C 3.439 -2.586 1.400
C 0.121 0.073 0.610
C 0.428 -0.739 7.732
C 3.394 -3.726 4.130
C -1.613 -0.857 -5.643
C -5.991 3.716 -5.126
C -5.697 -2.267 -1.176
C -2.224 -6.857 -3.223
C -4.107 5.189 1.269
C 0.847 -7.448 2.183
C -5.805 1.377 -4.400
C -1.198 0.872 0.332
C -4.239 -3.681 2.155
C 5.394 5.466 -0.199
C -3.992 3.543 -0.570
C 0.134 5.437 1.137
C -1.138 2.960 -2.886
C -0.320 -4.181 -6.465
C -2.148 -2.145 2.540
C 3.015 2.594 3.738
C 0.944 -4.644 1.225
C 0.849 -0.544 6.350
C 0.352 -0.728 -1.725
C 2.747 1.639 -3.524
C 6.783 -0.694 -1.517
C 0.362 -1.145 -0.341
C -5.375 2.705 -4.185
C 6.200 1.751 1.751
C 4.967 5.590 1.184
C 3.404 2.849 -4.110
C 3.148 -1.783 2.553
C 6.520 -0.802 2.039
C -1.920 1.295 5.310
C -2.769 -3.428 2.060
C -5.265 1.473 3.725
C 1.977 -6.955 1.248
C 6.722 0.558 -2.325
C 7.423 2.139 0.936
C 5.495 -1.491 -1.398
C 4.320 4.664 -1.005
C 1.461 -0.159 8.731
C -1.931 0.474 -5.039
C 2.265 0.333 -5.692
C -3.224 -6.407 0.470
C 4.049 3.298 -0.387
C 2.689 -3.268 -3.098
C -3.054 -6.494 -2.080
C 6.373 0.567 2.667
H -1.188 1.203 -5.283
H -0.458 4.003 -4.724
H -7.850 4.447 -5.670
H -1.518 -2.941 4.507
H 2.759 0.806 -6.538
H 3.951 3.333 0.714
H -0.450 7.116 0.166
H -1.660 -5.170 -5.454
H -1.314 0.399 5.392
H -6.247 1.872 3.415
H -3.058 0.010 -1.764
H -1.112 1.404 3.452
H 3.507 -0.800 2.353
H 2.846 -6.762 1.856
H 1.348 0.989 -5.570
H 1.828 3.405 2.193
H 1.382 -1.535 -0.226
H -1.497 -5.918 -0.708
H 2.484 3.163 4.516
H -2.910 1.106 5.662
H -7.041 -0.242 2.580
H 5.320 1.656 1.130
H 7.147 -0.511 -0.491
H 6.288 4.858 -0.181
H 1.143 -4.658 -3.657
H -1.596 -0.829 -6.747
H 2.517 -0.531 -3.768
H 3.048 2.997 -0.772
H -2.015 3.333 -4.832
H -1.273 2.256 7.098
H 1.098 -0.342 9.759
H -6.351 -2.104 -2.005
H 2.020 1.669 7.665
H -4.308 2.619 -4.349
H 2.513 -5.215 0.066
H 3.051 -2.957 -4.072
H -0.827 1.989 -3.174
H 2.229 -7.770 0.522
H -2.686 5.222 -0.383
H 1.123 0.836 3.225
H 0.756 -6.810 3.074
H 4.744 2.491 -0.639
H 4.901 -2.139 3.786
H 7.556 -1.384 -1.943
H -2.960 5.243 -3.421
H 7.150 3.050 0.370
H -5.179 -3.195 -1.290
H -4.170 6.286 1.404
H 3.879 3.206 3.345
H 2.322 7.101 2.084
H -3.904 -7.247 0.692
H 0.444 -4.925 -6.252
H -1.419 1.553 1.145
H 0.961 -5.938 -0.371
H -5.815 -1.304 1.733
H -5.099 4.765 1.430
H 7.773 1.344 0.283
H 0.684 1.881 8.855
H 3.790 -4.427 3.414
H 7.254 0.628 3.361
H -2.290 -2.611 -5.156
H 3.667 -4.372 -1.757
H 7.678 1.050 -2.217
H -3.915 -7.176 -2.031
H 2.123 -1.742 2.849
H 1.930 -0.670 -5.968
H 8.274 2.495 1.551
H -2.288 -4.221 2.636
H 0.150 2.480 4.688
H -2.437 -3.720 1.048
H -2.102 2.871 -2.408
H 1.686 1.892 -3.304
H -2.007 0.089 0.232
H -1.913 0.310 -3.975
H -4.530 2.287 3.656
H -1.911 3.362 5.830
H -3.370 -5.450 -2.271
H -1.205 -5.377 -7.987
H 0.214 -3.272 -6.255
H -3.876 0.043 2.877
H 5.592 -2.321 -0.705
H -5.886 -1.378 3.396
H 4.016 0.095 -4.286
H -0.001 6.162 3.152
H 0.190 -4.030 -9.635
H 2.307 -3.901 4.081
H 0.800 -2.847 -3.911
H -1.077 1.447 -0.595
H 2.560 1.918 1.729
H -0.470 -1.836 -0.174
H 5.629 6.411 -0.675
H 2.320 1.668 9.375
H -3.049 -2.128 4.583
H 0.170 -0.366 1.607
H 5.147 -1.922 -2.347
H -4.409 5.620 -0.800
H 3.202 1.505 -2.559
H -5.843 3.565 -6.218
H -1.127 -2.200 2.211
H 2.831 1.138 4.929
H 5.969 2.602 2.466
H 2.880 -2.381 -2.422
H -3.396 4.546 3.289
H -6.364 -2.391 -0.351
H -1.183 5.830 -3.207
H -1.992 -7.679 -0.713
H 2.360 -0.747 8.555
H 0.917 5.290 0.384
H -0.567 -0.259 7.692
H -2.639 -6.242 1.366
H -4.835 1.071 1.785
H -1.519 -1.233 4.372
H -1.517 -3.705 -8.293
H 1.155 -8.416 2.611
H -7.856 2.716 -5.411
H 3.411 5.263 -0.936
H 3.465 -1.599 4.659
H -5.657 4.741 -4.970
H -2.037 5.915 -4.715
H -0.619 -1.212 -5.339
H 0.151 -1.759 7.936
H -0.334 4.462 1.343
H -3.742 -5.443 0.311
H 5.953 1.238 -1.902
H -4.101 -0.671 -2.942
H 1.424 5.325 2.836
H -0.179 -3.892 -2.018
H 4.763 4.525 -1.984
H -5.330 -0.174 -1.067
H -2.918 3.523 1.920
H 1.038 0.712 0.607
H 5.512 0.429 3.365
H -7.830 3.801 -4.015
H -0.151 -7.523 1.785
H 3.751 -4.078 5.052
H 6.470 0.352 -3.359
H -4.286 -1.160 0.073
H -5.553 3.015 -3.141
H -2.645 -1.242 2.140
H -3.743 0.261 -5.635
H -2.213 5.158 2.160


4.
8
Properties=species:S:1:pos:R:3 method="wB97M-V/def2-TZVPD" e_lumo_ev=0.83 orbital_gap_ev=10.39 homo_ev=-9.567 total_charge=0 spin_multiplicity=1 smiles=C#CCO
O -0.111 -1.012 -1.406
C -0.029 0.443 0.692
C -0.646 1.368 1.169
C 0.630 -0.656 0.010
H -0.444 -0.150 -1.699
H 0.584 -1.581 0.605
H 1.223 -0.594 -0.950
H -1.207 2.183 1.580